1.
12 unconnected molecules or ions with the total composition C56H114N6O20, computed with ωB97M-V/def2-TZVPD.

Summary:
Calculated total energy in eV: -109798.9775
<S²>: 0.7554
Energy relative to the best compared isomer or geometry (same formula, charge and spin) in kJ/mol: 0.0
2S+1: 2
Maximum force in eV/Å: 9.2
Net charge: -1

Geometry (Å):
H1 -12.9940 11.0555 25.4861
H2 -11.3281 10.3362 16.4113
H3 -8.4613 10.2996 14.7957
C1 -12.4764 11.8348 24.9269
H4 -15.4066 7.6012 20.0148
H5 -11.5186 10.4900 23.6802
C2 -12.4597 3.5584 24.1318
H6 -16.1203 3.6773 24.2098
C3 -11.6145 0.7306 18.2171
N1 -15.7651 9.2077 17.6021
H7 -17.5993 9.2684 18.7282
H8 -11.1537 2.7376 20.6700
H9 -9.9014 8.5062 24.1565
H10 -17.3896 13.5191 16.6432
H11 -10.2165 10.2923 19.9936
H12 -12.1962 1.1598 17.4013
C4 -9.2177 9.2243 23.7038
H13 -13.6994 9.0888 21.1212
H14 -6.1574 10.7227 16.2759
C5 -10.0825 -2.7659 17.5086
H15 -11.6069 2.9365 23.8596
H16 -9.5601 -2.7890 18.4650
H17 -6.6406 7.5309 20.7946
O1 -11.9425 6.6299 25.0185
C6 -11.1185 4.7537 21.3060
C7 -16.5379 11.5941 17.1794
O2 -8.8659 3.8443 23.9646
H18 -11.5473 10.1602 19.0017
O3 -6.3279 4.7970 17.2778
H19 -12.3010 12.6997 25.5666
H20 -15.5978 6.0836 18.1532
H21 -15.1794 -0.3975 18.7394
H22 -11.0857 6.2332 24.8451
C8 -11.2173 -1.7242 17.5439
H23 -17.2764 6.4192 18.0237
H24 -16.0664 1.4414 23.9053
C9 -12.3420 7.4010 21.5507
H25 -14.8859 4.7392 24.6303
C10 -10.7036 11.2061 16.6146
H26 -14.5206 -0.9803 21.0889
C11 -10.6589 -0.3214 17.6922
H27 -7.8608 8.4843 25.8109
H28 -15.6268 12.0123 17.6073
H29 -11.9262 7.7255 19.5227
C12 -10.1881 10.9330 25.3305
C13 -6.5689 10.9997 24.9206
C14 -7.6181 11.9290 17.1487
H30 -12.3148 5.5805 18.2112
O4 -6.9922 10.1466 21.0566
O5 -11.6732 5.6453 15.6620
H31 -17.9617 0.1190 25.2171
H32 -7.4121 11.2785 26.9248
H33 -11.0690 11.7761 19.6311
H34 -11.5640 3.4928 26.0607
H35 -13.6591 9.5387 16.8778
H36 -13.9416 2.4113 27.0435
H37 -13.7958 8.5244 18.2375
C15 -8.1067 9.3754 15.2520
C16 -16.3193 6.8966 18.2341
H38 -13.2517 6.8059 21.4714
H39 -16.3025 9.9770 19.6083
O6 -12.9079 11.9858 21.1724
O7 -13.2752 6.9969 14.8009
H40 -10.9536 1.5362 18.5372
C17 -7.8657 11.3132 24.3792
C18 -9.9723 5.4798 19.2747
C19 -12.0951 -1.9206 16.2415
H41 -16.4820 -0.8663 25.4843
H42 -12.8916 12.7113 19.4306
C20 -16.3137 10.2198 16.5862
H43 -6.4461 10.4213 17.9606
H44 -12.4464 -2.9496 16.3176
H45 -6.6365 8.2117 18.0550
C21 -15.3400 3.8048 24.9601
C22 -12.2582 6.8548 15.4989
H46 -16.9197 1.9266 26.3436
C23 -6.9611 8.2563 17.0154
H47 -7.4208 7.2707 17.0888
C24 -11.8428 7.2825 26.1927
C25 -13.8094 -1.6288 20.5774
H48 -12.9006 -1.6835 21.1768
H49 -10.2044 -0.0287 16.7457
H50 -12.8970 1.5871 25.8743
H51 -12.1184 9.5436 21.8813
O8 -5.9932 8.2205 20.9588
C26 -9.6207 3.9884 19.5432
H52 -17.1468 7.3403 20.1268
O9 -11.7343 7.8231 16.0998
C27 -7.0600 8.9690 20.8305
C28 -16.2615 1.1350 25.9856
N2 -9.0428 9.5324 17.6728
C29 -10.4271 3.5473 20.7372
C30 -16.5391 9.1429 18.9477
H53 -15.3307 7.7698 16.1739
H54 -15.8039 3.8511 25.9454
C31 -12.4319 0.3488 19.3838
H55 -17.3978 -0.4438 26.8532
C32 -12.4255 5.1669 19.2135
H56 -8.7903 9.3312 26.7486
O10 -5.2327 3.9840 18.9392
C33 -8.1257 9.5370 25.9094
H57 -9.8247 -0.2685 18.3918
N3 -12.1664 -2.1147 18.7171
H58 -6.0965 10.3117 24.2195
C34 -14.2650 9.3910 17.7717
C35 -9.0641 4.9033 24.5642
H59 -10.4542 -3.6956 17.0778
H60 -8.5311 3.9874 19.5710
H61 -13.4465 8.7732 22.8092
N4 -11.2848 5.6906 20.0383
H62 -9.7194 3.2605 21.5150
H63 -5.8165 11.7814 25.0249
H64 -9.6061 9.7950 22.8602
H65 -9.2576 6.1196 19.7923
H66 -8.0778 12.2909 24.8120
O11 -10.7977 7.1101 26.8831
N5 -14.4564 2.5711 24.8684
H67 -9.9214 5.7124 18.2110
H68 -17.2858 9.9389 16.1808
H69 -11.8821 0.4143 20.3227
H70 -9.9432 11.8106 25.9288
C36 -13.5920 2.8277 23.5801
C37 -11.2185 11.3356 24.2991
H71 -7.8573 11.6264 23.3352
H72 -11.0017 12.0149 23.4747
O12 -8.0472 8.3362 20.3797
C38 -15.3640 1.3520 24.7340
O13 -9.5483 5.8878 24.0719
H73 -6.1202 8.0581 16.3508
C39 -7.0216 10.4599 26.3202
O14 -12.6064 8.2244 26.5430
H74 -9.1945 12.9026 18.1942
H75 -13.4115 5.5399 19.4907
H76 -10.4891 7.6825 20.3607
H77 -10.5422 5.3856 21.9818
H78 -17.2839 11.5595 17.9734
O15 -9.6456 8.3523 18.0384
H79 -12.1479 5.0056 15.1262
H80 -9.8152 3.2278 18.7872
H81 -8.3179 11.6836 19.1512
C40 -12.5601 3.6628 25.6520
H82 -14.1658 10.2524 18.4323
C41 -5.7107 3.8441 17.7439
O16 -12.5237 -3.5228 18.6601
O17 -14.9439 11.7161 21.0260
N6 -8.9198 10.2599 24.7977
H83 -12.2551 4.5132 23.6474
H84 -11.7222 7.2441 22.4335
H85 -17.9638 12.3353 15.6124
C42 -16.3542 7.7406 19.4946
H86 -14.1575 3.3688 22.8214
H87 -7.2026 9.2085 14.6665
C43 -10.7180 10.8403 19.1960
H88 -8.8386 8.5950 15.0440
H89 -13.3067 1.8227 23.2691
H90 -5.7686 4.7683 19.0784
C44 -13.9502 12.1823 20.6043
H91 -15.6631 0.9252 26.8722
H92 -16.2578 12.8818 15.5535
H93 -16.9330 7.7956 16.4104
H94 -13.0276 4.5693 26.0364
C45 -11.4629 7.1928 20.3531
H95 -8.2461 8.8030 23.4456
H96 -14.1134 -0.3626 17.4589
H97 -12.6073 4.0922 19.2224
C46 -8.8070 11.8838 18.1979
C47 -13.2066 -1.0785 19.2577
H98 -11.4751 -1.9384 15.3452
H99 -13.0766 12.2731 24.1296
O18 -8.6447 4.9463 25.8199
H100 -10.2899 11.5364 15.6618
C48 -14.3636 -0.9849 18.3181
H101 -7.8926 12.3980 16.2039
C49 -17.0779 12.5727 16.2015
H102 -12.0885 4.4124 21.6674
C50 -6.9518 10.6114 17.0139
H103 -13.1265 1.1673 19.5723
H104 -14.7421 0.4640 24.6207
H105 -15.5830 10.3109 15.7825
H106 -11.2668 12.0943 16.9012
H107 -12.7860 -1.0787 16.1988
H108 -10.6017 10.1423 25.9566
H109 -14.3864 -2.5532 20.5553
O19 -13.8456 12.8187 19.4267
H110 -6.1522 9.9829 26.7726
O20 -5.3418 2.9082 17.0548
C51 -12.9334 8.8205 21.8487
H111 -9.0286 5.8067 26.0042
H112 -9.3373 -2.6318 16.7246
C52 -17.1104 -0.0646 25.8725
C53 -9.8379 10.8665 17.8518
H113 -6.8239 12.6172 17.4382
H114 -14.7906 -1.8373 17.7896
C54 -16.0249 7.8216 17.0127
C55 -7.8631 9.4296 16.7433
C56 -13.4790 2.4899 26.0596

2.
2 unconnected molecules or ions with the total composition C10H16O, computed with ωB97M-V/def2-TZVPD.

Summary:
Calculated total energy in eV: -12674.6973
SMILES: Cc1ccc(O)cc1.CCC
Energy relative to the best compared isomer or geometry (same formula, charge and spin) in kJ/mol: 292.1
Maximum force in eV/Å: 4.6

Geometry (Å):
H1 0.2749 -1.6578 0.8854
C1 -0.3508 1.3155 -1.3513
H2 -0.5047 2.4426 -1.1605
H3 -2.5649 0.9394 -1.0352
C2 0.8831 0.8572 -1.7299
H4 -0.1126 -2.4392 -1.6074
H5 -0.6763 -1.9069 2.3778
C3 0.9588 -0.5397 -1.6228
H6 1.0704 0.3100 1.5255
H7 1.2938 -0.6254 3.6192
H8 -3.2521 -1.1878 -1.8444
C4 -0.1611 -1.3493 -1.4693
H9 -1.3902 -1.0327 0.7540
C5 1.9904 1.7850 -2.1571
C6 -0.5480 -1.2202 1.5266
H10 2.0244 -1.1034 -1.7073
C7 0.3636 -0.0461 3.6462
C8 -1.5604 0.5745 -1.2917
H11 -0.8634 0.9291 2.2439
H12 0.4769 0.8454 4.2098
H13 1.7368 2.5382 -2.9940
C9 0.0138 0.1428 2.1066
H14 2.3811 2.2931 -1.2659
C10 -1.4096 -0.8247 -1.5320
H15 2.8117 1.2788 -2.6669
O1 -2.4640 -1.7007 -1.5600
H16 -0.4216 -0.6174 4.1009

3.
2 unconnected molecules or ions with the total composition C3HCl2NOS, computed with ωB97M-V/def2-TZVPD.

Summary:
Calculated total energy in eV: -42541.8346
SMILES: O=C=C(Cl)Cl.N=C=S
Energy relative to the best compared isomer or geometry (same formula, charge and spin) in kJ/mol: 221.8
Maximum force in eV/Å: 3.2

Geometry (Å):
S1 -0.7301 2.2508 0.9963
Cl1 -3.0222 -0.0261 -1.6686
C1 -2.4471 0.0490 -0.0235
N1 -0.3782 0.9134 -1.3659
C2 -0.6671 1.6151 -0.4416
O1 -0.7478 -1.5844 0.7197
C3 -1.6223 -0.8885 0.3985
Cl2 -3.5242 0.7201 1.2479
H1 -0.8058 0.5493 -2.1770

The calculation returns the following highest occupied orbital energy values, one per record and in order: -3.9; -8.5; -9.3 eV.